# 1
The following is a DFT calculation (wB97M-V/def2-TZVPD) of a molecular structure, C43H51CrN4O5Si in a non-equilibrium geometry.

Geometry as XYZ:
```
105
C43H51CrN4O5Si wB97M-V/def2-TZVPD
Cr -0.68482 -0.02058 0.71539
O -1.98030 1.54216 1.20766
C -1.69029 2.32224 2.42845
C -0.58462 1.49082 3.09529
O -0.30423 1.54185 4.27549
O 0.06615 0.69717 2.28208
C -2.99189 2.45466 3.19596
C -4.08910 2.96320 2.49735
C -5.32119 3.09846 3.11025
C -5.47451 2.73660 4.44301
C -4.38821 2.24945 5.14780
C -3.14926 2.10615 4.53115
C -1.05326 3.65386 2.03452
C -1.48919 4.85160 2.58905
C -0.88117 6.04751 2.23127
C 0.16615 6.05670 1.32509
C 0.61884 4.86078 0.78219
C 0.01553 3.66682 1.13757
H -2.47206 2.09643 0.58762
H -3.98773 3.29376 1.46886
H -6.15770 3.49807 2.55390
H -6.43497 2.84667 4.92646
H -4.49307 1.98575 6.19133
H -2.30819 1.75416 5.10856
H -2.29506 4.85671 3.30896
H -1.22741 6.97328 2.66919
H 0.63863 6.98956 1.05018
H 1.45679 4.85941 0.09714
H 0.39993 2.73857 0.72833
C 2.64574 -4.86827 -0.57752
C 1.49745 -4.01679 -0.01040
C 1.32485 -4.35818 1.47525
C 0.19323 -4.38080 -0.73482
Si 1.79887 -2.15220 -0.16950
O 0.42571 -1.44034 0.39917
C 3.23390 -1.55309 0.89054
C 3.10137 -0.38187 1.64523
C 4.14757 0.11876 2.41339
C 5.36402 -0.54617 2.43500
C 5.52907 -1.69587 1.67461
C 4.48024 -2.18780 0.91079
C 2.07554 -1.51981 -1.91944
C 1.95951 -2.26838 -3.09374
C 2.14668 -1.68838 -4.34214
C 2.45990 -0.34026 -4.44266
C 2.58200 0.42534 -3.29067
C 2.39183 -0.16187 -2.04862
H 2.32728 -5.91127 -0.65651
H 3.51584 -4.85328 0.07731
H 2.96650 -4.54631 -1.56800
H 1.23362 -5.43983 1.60618
H 0.41000 -3.90754 1.87428
H 2.17373 -4.02196 2.07596
H -0.04454 -5.43553 -0.56814
H 0.26280 -4.23022 -1.81209
H -0.64687 -3.78459 -0.36857
H 2.17333 0.17646 1.60298
H 4.02035 1.03716 2.97373
H 6.18627 -0.16101 3.02243
H 6.48244 -2.20688 1.67044
H 4.64861 -3.07472 0.31600
H 1.72298 -3.32259 -3.05042
H 2.06596 -2.29338 -5.23579
H 2.63874 0.10288 -5.41425
H 2.85252 1.47175 -3.35959
H 2.51452 0.44758 -1.15814
C -0.30839 1.12694 -5.72860
N -0.41604 1.47594 -4.31684
N -0.80670 0.57698 -3.35855
C -0.53323 1.11117 -2.14453
O -0.81301 0.47279 -1.05895
C 0.03979 2.36835 -2.34123
C 0.11005 2.55070 -3.70971
C 0.67840 3.68526 -4.48359
C -1.56557 -0.59971 -3.64608
C -1.19340 -1.79823 -3.05790
C -1.94606 -2.93255 -3.32032
C -3.04491 -2.87030 -4.16677
C -3.40633 -1.66169 -4.74489
C -2.67368 -0.51631 -4.47729
H -0.33320 0.04648 -5.83352
H 0.64480 1.49324 -6.10211
H -1.11925 1.56855 -6.30505
H 0.36644 3.04912 -1.57693
H 0.97089 4.48085 -3.80367
H -0.04742 4.08060 -5.19413
H 1.56150 3.37478 -5.04461
H -0.31599 -1.84355 -2.42598
H -1.66094 -3.87567 -2.87444
H -3.61616 -3.76312 -4.37879
H -4.26649 -1.60463 -5.39687
H -2.97796 0.43197 -4.89996
N 0.89316 -1.30533 3.95696
C -0.32168 -2.17595 4.05735
C -1.62314 -1.57150 3.54945
N -1.71207 -1.43061 2.07731
H 1.64989 -1.67716 4.53251
H 0.69671 -0.31000 4.24338
H 1.24369 -1.24335 2.98913
H -0.46103 -2.41033 5.11137
H -0.09515 -3.10425 3.53233
H -1.81638 -0.60151 4.01074
H -2.40324 -2.25511 3.89164
H -2.69195 -1.27379 1.84236
H -1.45133 -2.31159 1.63440
```

Its LUMO energy (alpha / beta) is -5.65 / -4.96 eV. As for the multiplicity: 4. For the strongest force on any atom, the calculation gives 1.04 eV/A. The calculation puts the gap between HOMO and LUMO (alpha / beta) at 7.849 / 8.532 eV. Its charge is +2.

Atomic partial charges in e from the Mulliken method, atoms 1 to 6: number 1, Cr, carries 0.446; number 2, O, carries -0.263; number 3, C, carries 3.495; number 4, C, carries -0.853; number 5, O, carries -0.719; number 6, O, carries 0.510



# 2
The following is a DFT calculation (wB97M-V/def2-TZVPD) of 8 unconnected molecules or ions with the total composition C43H51N4O13 in a non-equilibrium geometry.

Geometry as XYZ:
```
111
C43H51N4O13 wB97M-V/def2-TZVPD
C 2.26324 1.26339 3.03286
C 1.11702 0.62799 3.79475
N 0.01123 0.61993 2.91975
C -0.81339 1.67584 2.79170
C -1.93121 1.28113 1.99005
N -1.64567 -0.00199 1.57786
C -0.47292 -0.41835 2.19885
C -2.34194 -0.94442 0.67824
H 2.09202 2.28760 2.70156
H 2.27220 0.79127 2.05045
H 3.18940 1.16872 3.59976
H 0.77672 1.23709 4.63218
H 1.33355 -0.39625 4.09828
H -0.62783 2.62097 3.28029
H -2.87487 1.75043 1.75414
H 0.03122 -1.37146 2.13698
H -2.00452 -0.79461 -0.34734
H -3.38402 -0.62476 0.67883
H -2.27568 -1.94752 1.09954
C -7.43845 0.82187 -3.31749
C -6.85871 2.03836 -2.99023
C -5.93948 2.64572 -3.87569
C -5.80568 2.23644 -5.20838
C -6.44719 1.00617 -5.50562
C -7.32524 0.33004 -4.62094
O -8.06058 -0.70226 -4.88746
O -5.30178 3.78767 -3.48168
H -8.02520 0.41301 -2.50820
H -6.98926 2.56587 -2.05691
H -5.17801 2.71562 -5.94514
H -6.37047 0.47294 -6.44166
H -7.75563 -1.05981 -5.72458
H -5.25908 4.39088 -4.22728
C -3.98370 -10.11419 -0.42495
C -4.49224 -8.98688 -0.92729
C -5.02598 -8.01582 -0.02661
C -5.11068 -8.24916 1.33701
C -4.73927 -9.54715 1.78541
C -4.22026 -10.44958 0.85900
O -3.91826 -11.72287 1.23261
O -5.41212 -6.75821 -0.50405
H -3.64024 -10.88270 -1.10157
H -4.35470 -8.79905 -1.98190
H -5.48754 -7.57296 2.09009
H -4.86847 -9.81623 2.82334
H -3.46975 -12.12156 0.48329
H -5.11921 -6.46680 -1.37058
C 4.52200 -3.88001 2.67833
C 4.85703 -3.73335 4.05027
C 4.30922 -4.65534 4.95326
C 3.41066 -5.63364 4.45054
C 2.89526 -5.65589 3.14277
C 3.47218 -4.78800 2.17079
O 3.19329 -4.94800 0.81785
O 4.53404 -4.68584 6.30759
H 4.88734 -3.27230 1.86370
H 5.56360 -2.95530 4.29885
H 3.12365 -6.40277 5.15230
H 2.14576 -6.41506 2.97455
H 3.61608 -4.25408 0.30664
H 4.80316 -3.83019 6.64970
C 10.45802 2.46083 -0.11997
C 9.40305 3.41904 -0.01750
C 8.97209 3.82873 1.25733
C 9.59930 3.49055 2.44580
C 10.76074 2.68709 2.24597
C 11.15748 2.18976 1.01888
O 12.35641 1.52197 0.92638
O 7.79168 4.56757 1.27724
H 10.63699 1.93844 -1.04812
H 8.79557 3.57720 -0.89634
H 9.25249 3.86812 3.39636
H 11.22521 2.30665 3.14372
H 13.06341 2.00442 0.49165
H 7.28519 4.70272 2.08148
C 3.27411 1.88602 -2.21588
C 2.62492 3.06155 -2.07501
C 1.28991 3.09489 -2.30538
C 0.62626 1.94802 -2.80221
C 1.28990 0.77510 -2.96134
C 2.60417 0.74340 -2.53635
O 3.30102 -0.43577 -2.60793
O 0.57589 4.22992 -2.04846
H 4.27158 1.81782 -1.80746
H 3.16237 3.96140 -1.81461
H -0.35416 2.12974 -3.21714
H 0.84161 -0.13622 -3.32867
H 3.06897 -0.87193 -3.43104
H -0.32883 3.98976 -1.83536
C -4.54031 8.98408 2.48574
C -3.64667 9.84559 3.09425
C -2.67959 10.43370 2.29938
C -2.49301 9.96405 0.99724
C -3.41748 9.07957 0.42367
C -4.43046 8.55499 1.21884
O -5.26408 7.64526 0.79379
O -2.01609 11.58629 2.74053
H -5.38085 8.74444 3.12015
H -3.91441 10.35120 4.01026
H -1.72545 10.26225 0.29843
H -3.40016 8.63505 -0.56045
H -4.81992 7.18419 0.07843
H -1.49289 11.91412 2.00542
C -1.84458 -4.71332 -4.99650
O -2.82482 -4.45561 -4.27449
N -1.82278 -4.50998 -6.23793
N -0.71385 -4.98038 -4.48614
H -2.62265 -4.23359 -6.78922
H -1.01243 -4.78911 -6.77227
H 0.02370 -5.28979 -5.10288
H -0.41715 -4.84469 -3.53028
```

Its LUMO energy is -2.92 eV. For the strongest force on any atom, the calculation gives 7.71 eV/A. The calculation puts the gap between HOMO and LUMO at 6.270 eV. Its charge is +1.

Atomic partial charges in e from the Mulliken method, atoms 1 to 6: number 1, C, carries -1.107; number 2, C, carries -0.557; number 3, N, carries 0.153; number 4, C, carries -0.264; number 5, C, carries -0.478; number 6, N, carries 0.175



# 3
The following is a DFT calculation (wB97M-V/def2-TZVPD) of a molecular structure, C43H51N4O3OsS in a non-equilibrium geometry.

Geometry as XYZ:
```
103
C43H51N4O3OsS wB97M-V/def2-TZVPD
Os -0.18057 -0.75666 0.01827
C -6.33899 -0.71903 -0.69613
C -5.67033 0.61355 -0.33841
C -4.22293 0.63277 -0.73875
C -3.60277 1.11392 -1.84784
C -4.09905 1.83604 -3.07192
C -5.58246 2.17681 -3.14690
C -2.21104 0.71187 -1.74257
C -1.26590 0.87582 -2.73215
C -0.06789 0.20270 -2.82127
C 0.83572 0.28026 -3.93179
C 0.62168 1.13704 -5.13938
C -0.28889 0.46029 -6.17155
C 1.86202 -0.58245 -3.68260
C 1.61474 -1.17599 -2.40465
C 2.46810 -2.03546 -1.75813
C 2.32275 -2.50902 -0.46969
N 1.32673 -2.11192 0.37629
C 1.59395 -2.70635 1.57607
C 0.78269 -2.59886 2.68298
C -0.47604 -2.03572 2.71494
N -1.13448 -1.48529 1.61822
C -2.41021 -1.17613 2.06140
C -3.39102 -0.57603 1.28912
C -3.20296 -0.02913 0.05015
N -1.97970 0.04229 -0.57913
C -2.54328 -1.51328 3.43536
C -1.33732 -2.01808 3.84790
C -0.94492 -2.44501 5.22824
C -1.07782 -3.95844 5.43550
C -3.76367 -1.25805 4.26633
C -3.89775 0.21921 4.65459
C 2.80351 -3.49157 1.49129
C 3.24724 -3.38002 0.21182
C 4.42010 -4.05448 -0.43063
C 3.99406 -5.22815 -1.31978
C 3.47164 -4.17330 2.64532
C 4.39156 -3.20350 3.39812
N 0.41014 -0.70414 -1.89089
C 3.03611 -0.90334 -4.55371
C 2.85174 -2.22852 -5.30390
H -7.39889 -0.69957 -0.44105
H -5.87497 -1.55034 -0.16234
H -6.24961 -0.91863 -1.76502
H -5.74844 0.77888 0.73919
H -6.20383 1.42596 -0.81912
H -3.83885 1.22087 -3.93875
H -3.52417 2.76241 -3.17191
H -6.20675 1.28416 -3.10338
H -5.78772 2.67467 -4.09445
H -5.88061 2.85839 -2.35061
H -1.52058 1.52669 -3.55758
H 1.58671 1.35539 -5.59699
H 0.19287 2.09460 -4.83772
H -1.24751 0.18320 -5.72933
H 0.17593 -0.44721 -6.55824
H -0.48096 1.12730 -7.01213
H 3.35909 -2.33650 -2.29345
H 1.14186 -3.04348 3.60182
H -4.38007 -0.50776 1.72249
H -1.57608 -1.92780 5.95206
H 0.08175 -2.13000 5.42336
H -2.11519 -4.27453 5.31883
H -0.74839 -4.23578 6.43663
H -0.47791 -4.51477 4.71339
H -3.71492 -1.86874 5.16806
H -4.65372 -1.57486 3.71724
H -3.01883 0.55625 5.20659
H -4.77790 0.37720 5.27782
H -3.99295 0.84682 3.76569
H 5.09532 -4.41392 0.34600
H 4.98344 -3.33055 -1.02522
H 3.52293 -6.01080 -0.72398
H 4.85633 -5.65803 -1.83001
H 3.27576 -4.90851 -2.07743
H 4.05479 -5.01750 2.27639
H 2.72328 -4.57775 3.32949
H 5.14746 -2.79571 2.72611
H 4.89670 -3.70834 4.22173
H 3.82385 -2.36495 3.80584
H 3.94284 -0.94826 -3.94694
H 3.17722 -0.09780 -5.27437
H 2.72580 -3.06108 -4.60905
H 3.71708 -2.43849 -5.93235
H 1.96759 -2.19137 -5.94122
C -3.43602 5.55813 1.96107
C -2.31358 4.57181 1.78983
C -1.09541 4.96744 1.23980
C -0.06409 4.06255 1.06281
C -0.25219 2.74300 1.45728
C -1.44666 2.32753 2.03115
C -2.46810 3.24718 2.19296
S 0.98753 1.57245 1.06427
O 2.26970 2.13599 1.28488
O 0.67304 0.30534 1.77961
O 0.69823 1.15448 -0.35147
H -3.34952 6.38127 1.25316
H -3.42184 5.98339 2.96692
H -4.40424 5.07906 1.81839
H -0.95647 6.00012 0.94352
H 0.87871 4.36410 0.62399
H -1.56242 1.30144 2.35416
H -3.40390 2.93572 2.64289
```

Its LUMO energy (alpha / beta) is -4.14 / -4.14 eV. For the strongest force on any atom, the calculation gives 2.47 eV/A. The calculation puts the gap between HOMO and LUMO (alpha / beta) at 5.550 / 5.552 eV. Its charge is +1.

Atomic partial charges in e from the Mulliken method, atoms 1 to 6: number 1, Os, carries 1.217; number 2, C, carries -1.273; number 3, C, carries -1.240; number 4, C, carries 0.493; number 5, C, carries 0.794; number 6, C, carries -0.268



# 4
The following is a DFT calculation (wB97M-V/def2-TZVPD) of a molecular structure, C43H51N6P2SSi2TeTi in a non-equilibrium geometry.

Geometry as XYZ:
```
107
C43H51N6P2SSi2TeTi wB97M-V/def2-TZVPD
Ti 0.36705 1.01659 -0.93967
N -0.46949 0.35626 -3.31119
N 0.44731 0.00146 -4.30588
C 1.75148 0.28203 -4.10758
N 2.57233 0.07546 -5.14178
S 2.33535 0.88747 -2.65959
H -1.22084 -0.32327 -3.29407
H -0.85931 1.27795 -3.49237
H 0.10395 -0.12944 -5.24617
H 2.27031 -0.40077 -5.97551
H 3.56125 0.17298 -4.98797
C -3.44153 2.50060 -3.10863
Si -2.73177 2.79476 -1.38515
C -2.78781 4.59155 -0.86620
C -3.87256 1.85385 -0.25177
N -1.01592 2.28356 -1.35717
C -0.06468 3.20981 -1.85174
C -0.29446 4.03795 -2.97113
C 0.66370 4.92829 -3.38592
C 1.90282 4.99421 -2.73105
C 2.16534 4.17167 -1.66577
C 1.17758 3.28568 -1.19190
N 1.38132 2.38115 -0.14171
Si 2.61394 2.72316 1.11947
C 2.32752 4.48721 1.66684
C 4.32751 2.45417 0.39886
C 2.34395 1.59411 2.57071
H -4.44266 2.93677 -3.14556
H -3.56975 1.42603 -3.27180
H -2.88961 2.90870 -3.95404
H -3.75515 5.02357 -1.12791
H -2.01361 5.21779 -1.30471
H -2.68788 4.65178 0.22008
H -4.75992 2.48751 -0.16132
H -3.49953 1.68613 0.75604
H -4.19542 0.90091 -0.66276
H -1.24782 4.00395 -3.47529
H 0.45915 5.58770 -4.21845
H 2.65747 5.69018 -3.07073
H 3.13441 4.19303 -1.18932
H 2.47840 5.23445 0.89005
H 2.99940 4.72421 2.49384
H 1.30399 4.59230 2.03340
H 4.80728 3.37238 0.06122
H 4.29605 1.76414 -0.44754
H 4.97396 2.00962 1.15800
H 1.29678 1.32783 2.71038
H 2.67331 2.11414 3.47304
H 2.93213 0.68289 2.48465
Te -0.55177 -3.85088 -0.03781
C -1.39809 -4.38241 1.81981
C -2.65189 -4.97063 1.89839
C -3.15413 -5.30356 3.15024
N -2.50660 -5.08822 4.28872
C -1.29994 -4.53616 4.20097
C -0.70109 -4.17342 3.00514
C -0.07483 -1.86957 0.39645
P 1.56069 -1.29335 0.20918
C 2.41017 -2.09843 1.62622
C 3.16133 -3.26609 1.51588
C 3.57418 -3.95107 2.65192
C 3.24595 -3.47965 3.91236
C 2.47799 -2.32953 4.03332
C 2.05366 -1.65687 2.90036
C 2.35226 -2.06384 -1.24584
C 1.57904 -2.50715 -2.31315
C 2.17109 -3.04787 -3.44542
C 3.55200 -3.13390 -3.53331
C 4.33661 -2.65767 -2.49026
C 3.74090 -2.12463 -1.35832
P -1.18888 -0.52664 0.32534
C -1.35530 0.19801 1.99459
C -1.40454 -0.64065 3.10844
C -1.46145 -0.11001 4.38633
C -1.45692 1.26801 4.56853
C -1.39679 2.10945 3.46758
C -1.34473 1.57526 2.18661
C -2.81257 -1.18514 -0.11076
C -3.80729 -1.37595 0.84091
C -5.01278 -1.96159 0.47838
C -5.23390 -2.35106 -0.83300
C -4.24581 -2.15872 -1.79029
C -3.04176 -1.58413 -1.42505
H -3.24704 -5.15451 1.01333
H -4.13494 -5.75949 3.23555
H -0.77503 -4.38043 5.13828
H 0.29208 -3.74296 3.00132
H 3.41155 -3.67408 0.54776
H 4.14376 -4.86401 2.54293
H 3.56970 -4.01353 4.79569
H 2.19639 -1.96185 5.01186
H 1.40369 -0.80013 3.01338
H 0.49623 -2.43334 -2.26076
H 1.54891 -3.41869 -4.25101
H 4.01784 -3.57541 -4.40458
H 5.41539 -2.71271 -2.55427
H 4.36816 -1.74060 -0.56281
H -1.37928 -1.71562 2.97219
H -1.50567 -0.77257 5.24113
H -1.49278 1.68269 5.56688
H -1.38322 3.18320 3.60124
H -1.28244 2.24660 1.33581
H -3.65489 -1.05962 1.86411
H -5.77970 -2.10879 1.22663
H -6.17320 -2.80955 -1.11111
H -4.41239 -2.46898 -2.81329
H -2.26327 -1.46208 -2.16992
```

Its LUMO energy is -3.04 eV. For the strongest force on any atom, the calculation gives 1.29 eV/A. The calculation puts the gap between HOMO and LUMO at 6.318 eV. Its charge is +1.

Atomic partial charges in e from the Mulliken method, atoms 1 to 6: number 1, Ti, carries -0.787; number 2, N, carries -0.379; number 3, N, carries -0.511; number 4, C, carries 0.373; number 5, N, carries -0.387; number 6, S, carries -0.163